ORCA calculation (ωB97M-V/def2-TZVPD) on the ion C15H17F2N2 with charge +1 in a non-equilibrium geometry.

The geometry in XYZ format:
```
36
C15H17F2N2 | OMol25 | ωB97M-V/def2-TZVPD
F 2.91735 -2.79423 -3.68433
C 2.46804 -2.42633 -2.43374
C 3.39064 -2.30635 -1.41695
C 2.94179 -2.32093 -0.09973
C 1.56828 -2.49612 0.19755
C 1.19999 -2.57532 1.70793
C -0.15537 -2.09074 2.28266
C -0.14473 -1.17920 3.36554
C -1.32106 -0.63632 3.89282
C -2.50559 -0.99609 3.26079
F -3.66988 -0.65616 3.91905
C -2.55775 -1.86439 2.18063
C -1.38177 -2.48992 1.72572
C 0.65434 -2.41594 -0.85772
C 1.08690 -2.45623 -2.19925
H 4.46361 -2.23223 -1.63199
H 3.62020 -2.11488 0.73101
H 1.88077 -1.75573 2.11445
H 0.82359 -0.83112 3.71511
H -1.29025 0.00676 4.76015
H -3.51103 -2.09059 1.70471
H -1.34621 -3.20438 0.90439
H -0.40456 -2.25969 -0.63790
H 0.38692 -2.52685 -3.02043
C 1.99174 -5.08957 1.46028
N 1.42982 -3.90051 2.19942
N 0.57739 -4.31973 3.23969
C -0.04012 -5.64463 3.35255
H 1.95556 -4.80326 0.42396
H 3.03545 -5.29431 1.82687
H 1.30685 -5.89837 1.72502
H 2.19549 -3.46516 2.75292
H -0.01457 -3.55817 3.54551
H -0.13833 -5.82069 4.44430
H -1.01329 -5.67208 2.79702
H 0.63014 -6.41371 2.92800
```

* SMILES: CN[N@@H+](C)C(c1ccc(F)cc1)c1ccc(F)cc1
* E: -24235.724 eV
* total charge: +1
* lowest unoccupied orbital energy: -3.0 eV
* ΔE to the lowest compared entry with this formula, charge and spin: 1.477 eV
* largest force on an atom: 5.966 eV/Å
* gap between HOMO and LUMO: 9.7 eV
* 2S+1: 1
* HOMO energy: -12.66 eV

And the Löwdin charges, in e, turn out to be: F 0.05; C -0.23; C 0.01; C -0.03; C -0.19; C -0.19; C -0.21; C -0.02; C 0.03; C -0.22; F 0.06; C 0.03; C -0.02; C -0.01; C 0.03; H 0.14; H 0.12; H 0.17; H 0.12; H 0.13; H 0.13; H 0.12; H 0.11; H 0.13; C 0.09; N -0.10; N -0.05; C -0.05; H 0.09; H 0.14; H 0.06; H 0.19; H 0.11; H 0.11; H 0.10; H 0.07



ORCA calculation (ωB97M-V/def2-TZVPD) on a cluster of 2 separate species, C9H20N5O2 in total in a non-equilibrium geometry.

The geometry in XYZ format:
```
36
C9H20N5O2 | OMol25 | ωB97M-V/def2-TZVPD
N -1.50525 -1.57853 -3.29016
C -1.15063 -1.91218 -1.91839
N -2.29686 -2.55343 -1.28147
N -0.08623 -2.89611 -2.02479
C -0.69297 -0.68851 -1.00699
C -0.76796 0.61734 -1.69900
C 0.20633 1.23563 -2.42249
N -0.37128 2.40688 -2.89867
C -1.61907 2.49551 -2.48572
N -1.88781 1.41834 -1.74461
H -0.74238 -1.21363 -3.84146
H -2.32823 -1.00039 -3.35974
H -2.85952 -2.94981 -2.02689
H -2.88162 -1.84451 -0.85238
H 0.34837 -3.04557 -1.12427
H 0.60983 -2.56161 -2.67853
H 0.32005 -0.83658 -0.63809
H -1.32953 -0.64474 -0.12271
H 1.20424 0.90171 -2.61019
H 0.08109 3.08351 -3.49256
H -2.31362 3.27901 -2.71430
H -2.76979 1.21220 -1.30777
O 1.78479 -0.49255 0.66790
C 1.72839 0.10494 1.71670
O 2.54750 -0.25618 2.69748
C 2.68495 0.46347 3.93399
C 1.62410 0.06882 4.93881
C 0.70465 1.19181 1.95639
H 2.70915 1.53823 3.74973
H 3.66806 0.18906 4.30846
H 0.62046 0.30835 4.58570
H 1.78673 0.58582 5.88367
H 1.65646 -1.00544 5.11718
H -0.24491 0.72438 2.21577
H 0.58536 1.75746 1.03363
H 0.97716 1.89729 2.73578
```

* E: -21197.084 eV
* total charge: +1
* lowest unoccupied orbital energy: -3.1 eV
* largest force on an atom: 1.162 eV/Å
* gap between HOMO and LUMO: 9.0 eV
* 2S+1: 1
* HOMO energy: -12.09 eV

And the Löwdin charges, in e, turn out to be: N 0.08; C -0.66; N 0.09; N 0.09; C -0.05; C -0.23; C 0.04; N 0.13; C -0.05; N 0.18; H 0.07; H 0.07; H 0.08; H 0.06; H 0.09; H 0.08; H 0.08; H 0.12; H 0.15; H 0.18; H 0.16; H 0.18; O 0.07; C -0.52; O 0.02; C -0.22; C -0.06; C 0.02; H 0.12; H 0.13; H 0.07; H 0.09; H 0.09; H 0.10; H 0.08; H 0.07



ORCA calculation (ωB97M-V/def2-TZVPD) on a structure of composition C29H31FIrNOPSi.

The geometry in XYZ format:
```
66
C29H31FIrNOPSi | OMol25 | ωB97M-V/def2-TZVPD
Ir 0.01985 1.10386 0.72428
O -2.23508 2.67826 1.50652
N -1.88969 1.35142 1.25728
C -2.90193 0.58710 1.36004
C -2.95687 -0.84719 1.10864
C -4.17438 -1.44612 1.44777
C -4.38080 -2.80073 1.27007
C -3.36928 -3.58066 0.72840
C -2.16755 -2.99485 0.36632
C -1.93792 -1.63429 0.55719
P -0.31971 -1.00867 0.02157
C -0.21529 -1.71159 -1.64805
C -1.07919 -1.20770 -2.62359
C -1.11931 -1.77717 -3.88323
C -0.29964 -2.85764 -4.18544
C 0.54742 -3.37495 -3.21823
C 0.58693 -2.81094 -1.94972
C 0.89751 -1.86382 1.06107
C 0.52072 -2.38043 2.29907
C 1.47734 -2.90521 3.15655
C 2.81324 -2.91474 2.78606
C 3.19812 -2.39458 1.55618
C 2.24742 -1.86512 0.70022
H -1.40654 3.08480 1.80722
H -3.81569 1.07189 1.68739
H -4.96566 -0.83218 1.85966
H -5.32774 -3.24429 1.54570
H -3.51658 -4.64188 0.57945
H -1.39141 -3.60812 -0.07515
H -1.72010 -0.36308 -2.40284
H -1.78831 -1.37331 -4.63144
H -0.32761 -3.29908 -5.17296
H 1.17566 -4.22660 -3.44317
H 1.23178 -3.24954 -1.20147
H -0.51998 -2.37519 2.59757
H 1.17638 -3.30829 4.11427
H 3.55713 -3.32759 3.45458
H 4.24006 -2.40297 1.26443
H 2.55978 -1.45436 -0.25312
F -0.78266 2.92816 -5.12483
C -0.62336 2.47330 -3.87161
C -1.60936 2.71683 -2.93671
C -1.43457 2.24437 -1.64177
C -0.29307 1.52751 -1.27763
C 0.67126 1.29550 -2.25733
C 0.52090 1.77247 -3.55214
H -2.49251 3.27440 -3.21891
H -2.21018 2.46047 -0.92017
H 1.55748 0.70909 -2.04206
H 1.27270 1.59413 -4.30957
C 1.29400 4.38963 0.59077
Si 1.93982 3.00654 1.66528
C 2.47301 1.52356 0.58008
C 3.38243 3.60849 2.66911
C 0.59164 2.07403 2.52548
H 2.10142 4.84313 0.01094
H 0.86086 5.18303 1.20694
H 0.53017 4.05745 -0.11847
H 2.96791 1.82987 -0.34259
H 1.73779 0.75905 0.14521
H 3.12477 0.86868 1.16050
H 4.16329 4.03164 2.03269
H 3.82334 2.80873 3.26713
H 3.05181 4.39275 3.35422
H -0.11860 2.56860 3.18867
H 1.07659 1.26413 3.08768
```

* E: -56830.168 eV
* total charge: +1
* lowest unoccupied orbital energy: -3.5 eV
* ΔE to the lowest compared entry with this formula, charge and spin: 0.194 eV
* largest force on an atom: 0.621 eV/Å
* gap between HOMO and LUMO: 7.3 eV
* 2S+1: 1
* HOMO energy: -10.79 eV

And the Löwdin charges, in e, turn out to be: Ir 1.04; O -0.02; N -0.20; C -0.03; C -0.18; C -0.01; C -0.04; C -0.03; C -0.06; C -0.27; P 0.98; C -0.34; C -0.09; C -0.05; C -0.06; C -0.06; C -0.08; C -0.35; C -0.07; C -0.06; C -0.06; C -0.06; C -0.13; H 0.07; H 0.15; H 0.12; H 0.12; H 0.12; H 0.12; H 0.11; H 0.12; H 0.11; H 0.11; H 0.10; H 0.11; H 0.11; H 0.11; H 0.12; H 0.11; F 0.07; C -0.28; C 0.00; C -0.12; C -0.34; C -0.14; C 0.00; H 0.13; H 0.09; H 0.10; H 0.13; C -0.17; Si 0.38; C -0.20; C -0.17; C -0.37; H 0.04; H 0.04; H 0.02; H 0.06; H -0.05; H 0.05; H 0.04; H 0.04; H 0.04; H 0.01; H 0.02



ORCA calculation (ωB97M-V/def2-TZVPD) on the molecule C6H9FO in a non-equilibrium geometry.

The geometry in XYZ format:
```
17
C6H9FO | OMol25 | ωB97M-V/def2-TZVPD
C 1.18122 0.98927 0.09677
C -0.02693 0.10395 0.64435
C 0.28254 -0.41193 2.01486
C -1.25332 -0.26988 0.28054
C -1.72151 0.12500 -0.99803
C -1.04401 0.20367 -2.26580
H 1.63612 0.12410 -0.48880
H 0.87351 1.74313 -0.52592
H 1.97783 1.27792 0.94269
H -0.43486 -1.25330 2.04891
H -0.18302 0.40881 2.84965
H 1.93281 -0.16436 3.31635
H -1.83715 -0.93621 0.79286
H -2.73794 0.40697 -1.20843
H -1.28827 0.67943 -3.20415
O 1.65921 -0.60943 2.27417
F 0.25326 -0.20572 -2.37252
```

* SMILES: C/C(=C\C=C/F)CO
* E: -11128.535 eV
* total charge: 0
* lowest unoccupied orbital energy: 0.4 eV
* ΔE to the lowest compared entry with this formula, charge and spin: 3.576 eV
* largest force on an atom: 6.805 eV/Å
* gap between HOMO and LUMO: 8.7 eV
* 2S+1: 1
* HOMO energy: -8.28 eV

And the Löwdin charges, in e, turn out to be: C -0.01; C -0.24; C -0.30; C -0.11; C -0.07; C -0.08; H 0.10; H 0.03; H 0.12; H 0.10; H 0.18; H 0.23; H 0.08; H 0.08; H 0.10; O -0.16; F -0.04



ORCA calculation (ωB97M-V/def2-TZVPD) on a structure of composition C20H29N4OPReS6Sb.

The geometry in XYZ format:
```
63
C20H29N4OPReS6Sb | OMol25 | ωB97M-V/def2-TZVPD
Re -1.30041 -1.12420 0.43493
C -3.06245 3.75682 -0.83337
C -3.40598 2.83933 0.27636
N -4.27668 3.04703 1.20797
N -4.23010 1.92823 1.99256
C -3.35664 1.01437 1.56659
S -2.98382 -0.51005 2.18622
N -2.81728 1.59986 0.46031
N -1.82958 0.98309 -0.31828
H -3.74040 4.60529 -0.80265
H -3.16409 3.26319 -1.80081
H -2.03880 4.12117 -0.73689
H -4.85024 1.83826 2.78142
H -0.93258 1.44475 -0.15580
H -2.08655 1.02835 -1.30323
S -4.04842 -3.32126 0.42732
Sb -2.20169 -4.91102 1.40550
S -2.95041 -2.13991 -0.74610
S -0.52600 -2.95618 1.51079
S -1.63633 -5.88003 -0.50596
C 0.51692 -3.14312 -1.88137
P 0.25189 -1.42586 -1.37423
C -0.15585 -0.59419 -2.95027
C -1.47082 -0.29984 -3.30359
C -1.76431 0.28817 -4.52776
C -0.74277 0.58098 -5.41661
C 0.56999 0.26950 -5.08634
C 0.86108 -0.31444 -3.86512
C 1.91503 -0.77606 -1.00910
C 2.92635 -1.62308 -0.56779
C 4.19674 -1.12362 -0.30627
C 4.46463 0.22418 -0.48293
C 3.45412 1.08124 -0.90273
C 2.18712 0.58388 -1.15529
H 1.28531 -3.19624 -2.65281
H -0.42706 -3.53059 -2.26668
H 0.78053 -3.75872 -1.02293
H -2.28938 -0.59200 -2.65497
H -2.79270 0.49352 -4.79366
H -0.96795 1.03450 -6.37197
H 1.36858 0.47806 -5.78478
H 1.88952 -0.54836 -3.62072
H 2.73632 -2.67998 -0.43690
H 4.97894 -1.79453 0.02082
H 5.45857 0.60806 -0.29902
H 3.66016 2.13352 -1.04677
H 1.41621 1.25553 -1.51899
C 0.69513 -0.32180 5.37633
C 0.43698 -0.69799 3.92570
S 0.03654 0.74069 2.93721
O 0.04186 0.28836 1.45175
C 1.57424 1.65503 3.04160
C 2.81318 0.84546 2.70661
H 0.77184 -1.23502 5.96399
H -0.12134 0.26897 5.79348
H 1.62541 0.22998 5.50208
H -0.43331 -1.34467 3.82677
H 1.27628 -1.20102 3.44586
H 1.58738 2.06546 4.05347
H 1.42523 2.49329 2.35855
H 3.14386 0.24961 3.55587
H 3.62381 1.51961 2.43543
H 2.63420 0.18644 1.85722
```

* E: -112183.111 eV
* total charge: +1
* lowest unoccupied orbital energy (spin up / spin down): -4.2 / -3.6 eV
* ΔE to the lowest compared entry with this formula, charge and spin: 0.084 eV
* largest force on an atom: 0.992 eV/Å
* <S²>: 1.014
* gap between HOMO and LUMO (spin up / spin down): 5.4 / 6.0 eV
* 2S+1: 2
* HOMO energy (spin up / spin down): -9.61 / -9.65 eV

And the Löwdin charges, in e, turn out to be: Re 0.35; C 0.01; C -0.31; N 0.15; N 0.06; C -0.69; S 0.64; N -0.06; N 0.01; H 0.10; H 0.09; H 0.09; H 0.17; H 0.11; H 0.10; S -0.09; Sb 0.38; S 0.00; S -0.04; S -0.22; C -0.25; P 0.83; C -0.35; C -0.14; C -0.07; C -0.06; C -0.06; C -0.08; C -0.37; C -0.08; C -0.07; C -0.08; C -0.08; C -0.12; H 0.07; H 0.03; H 0.01; H 0.02; H 0.11; H 0.11; H 0.11; H 0.11; H 0.11; H 0.11; H 0.11; H 0.11; H 0.10; C -0.11; C -0.42; S 0.96; O -0.73; C -0.37; C -0.11; H 0.09; H 0.08; H 0.07; H 0.04; H 0.09; H 0.09; H 0.09; H 0.08; H 0.09; H 0.06



ORCA calculation (ωB97M-V/def2-TZVPD) on a structure of composition C14H29NO7P2PtSi2.

The geometry in XYZ format:
```
56
C14H29NO7P2PtSi2 | OMol25 | ωB97M-V/def2-TZVPD
Pt -0.19430 -0.85433 0.15139
C -3.31386 0.52239 -1.30930
Si -1.71370 0.83783 -2.16177
C -1.04172 -0.65338 -3.03410
C -1.71384 2.30494 -3.27423
C -0.26931 1.14553 -0.71027
C 1.03438 1.12744 -1.26607
C 1.71663 2.09444 -2.02933
C 3.00963 1.80499 -2.43703
C 3.57863 0.58669 -2.09181
C 2.84612 -0.34238 -1.31794
N 1.63067 -0.05700 -0.92930
Si -0.74322 2.56519 0.60599
C -1.07662 4.16733 -0.24794
C -2.15992 1.96639 1.62554
C 0.84579 2.65716 1.56027
H -3.97263 0.04423 -2.04131
H -3.79926 1.44045 -0.98086
H -3.23115 -0.15565 -0.45837
H -1.81896 -0.96629 -3.73968
H -0.81370 -1.52455 -2.41419
H -0.14671 -0.39395 -3.60352
H -2.41818 2.08922 -4.08498
H -0.73895 2.47650 -3.73203
H -2.05014 3.21935 -2.79055
H 1.23516 3.02895 -2.28245
H 3.57173 2.52008 -3.02227
H 4.58244 0.33574 -2.40569
H 3.25200 -1.30185 -1.02313
H -1.92681 4.14995 -0.92713
H -0.20357 4.54945 -0.77847
H -1.31492 4.88499 0.54392
H -3.12529 2.13840 1.15216
H -2.15132 2.52493 2.56557
H -2.07729 0.90784 1.88144
H 1.65917 3.00577 0.92082
H 1.11804 1.70667 2.01669
H 0.70235 3.39203 2.35817
C 1.47861 -4.55039 2.69786
C 1.12970 -3.26328 1.96657
O 2.27618 -2.66153 1.35901
P 0.44231 -1.95280 3.06185
O -0.81744 -2.42715 3.86352
O 1.54437 -1.80762 4.16543
O 0.21774 -0.66952 2.26272
P -0.14539 -3.45703 0.63245
O -0.40738 -4.99233 0.54381
O 0.38906 -2.81994 -0.66440
O -1.34280 -2.62193 1.08675
H 2.21056 -4.34239 3.47961
H 1.89650 -5.26421 1.98974
H 0.60369 -5.00399 3.16311
H 3.03111 -2.82538 1.94202
H -1.62620 -2.46532 3.32735
H 1.27250 -1.49126 5.03792
H -0.92051 -5.32942 -0.20354
```

* E: -68378.723 eV
* total charge: +2
* lowest unoccupied orbital energy (spin up / spin down): -5.8 / -9.9 eV
* ΔE to the lowest compared entry with this formula, charge and spin: 0.000 eV
* largest force on an atom: 0.612 eV/Å
* <S²>: 6.038
* gap between HOMO and LUMO (spin up / spin down): 9.2 / 6.4 eV
* 2S+1: 5
* HOMO energy (spin up / spin down): -15.03 / -16.31 eV

And the Löwdin charges, in e, turn out to be: Pt 1.35; C -0.15; Si 0.53; C -0.15; C -0.14; C -0.32; C -0.40; C 0.04; C 0.01; C 0.04; C -0.03; N 0.03; Si 0.51; C -0.15; C -0.15; C -0.14; H 0.06; H 0.05; H 0.04; H 0.07; H 0.01; H 0.06; H 0.07; H 0.04; H 0.03; H 0.13; H 0.13; H 0.13; H 0.14; H 0.03; H 0.05; H 0.06; H 0.04; H 0.06; H 0.02; H 0.05; H 0.03; H 0.06; C -0.04; C -0.58; O -0.07; P 0.52; O -0.06; O -0.05; O -0.38; P 0.36; O -0.04; O -0.33; O -0.37; H 0.10; H 0.11; H 0.10; H 0.12; H 0.10; H 0.13; H 0.13



ORCA calculation (ωB97M-V/def2-TZVPD) on a cluster of 2 separate species, C6H8INO in total in a non-equilibrium geometry.

The geometry in XYZ format:
```
17
C6H8INO | OMol25 | ωB97M-V/def2-TZVPD
C 0.10744 -0.09342 0.00879
C 0.80218 0.90342 0.68887
C 0.95371 -0.80203 -0.80171
C 0.34485 2.04027 1.53848
C 0.71357 -1.95683 -1.68015
C -2.33851 -0.48807 0.25076
N 2.10141 0.65449 0.40995
O 2.19645 -0.34175 -0.54882
I -3.04539 1.37603 -0.18904
H -0.62575 2.31861 1.24700
H 0.22754 1.88505 2.67479
H 1.15845 2.87114 1.42135
H 0.58582 -2.91807 -1.06028
H -0.08994 -1.77194 -2.37613
H 1.65148 -1.92677 -2.37749
H -2.19449 -0.55102 1.30900
H -2.54882 -1.19911 -0.51537
```

* E: -17984.069 eV
* total charge: 0
* lowest unoccupied orbital energy (spin up / spin down): -0.5 / -0.5 eV
* ΔE to the lowest compared entry with this formula, charge and spin: 4.525 eV
* largest force on an atom: 4.054 eV/Å
* gap between HOMO and LUMO (spin up / spin down): 8.3 / 8.1 eV
* 2S+1: 1
* HOMO energy (spin up / spin down): -8.74 / -8.54 eV

And the Löwdin charges, in e, turn out to be: C 0.03; C -0.36; C -0.37; C -0.05; C -0.03; C -0.53; N 0.09; O -0.01; I 0.80; H -0.03; H 0.11; H 0.12; H 0.12; H 0.07; H 0.12; H -0.03; H -0.03



ORCA calculation (ωB97M-V/def2-TZVPD) on the molecule C4H5NO in a non-equilibrium geometry.

The geometry in XYZ format:
```
11
C4H5NO | OMol25 | ωB97M-V/def2-TZVPD
O 1.22380 0.04022 2.24739
C 0.53658 0.04151 1.28361
C 0.77078 -0.72196 -0.65351
C -0.26641 0.32421 -0.81261
N -1.47781 -0.11570 -0.20744
C -0.50791 0.79793 0.57977
H 1.80945 -0.47248 -0.54051
H 0.60500 -1.58830 -1.33560
H -0.39164 1.04789 -1.60642
H -1.34041 -1.07499 0.13184
H -0.96140 1.72167 0.91348
```

* E: -7762.781 eV
* total charge: 0
* lowest unoccupied orbital energy: 0.8 eV
* ΔE to the lowest compared entry with this formula, charge and spin: 3.745 eV
* largest force on an atom: 1.855 eV/Å
* gap between HOMO and LUMO: 9.6 eV
* 2S+1: 1
* HOMO energy: -8.77 eV

And the Löwdin charges, in e, turn out to be: O 0.14; C -0.17; C 0.01; C -0.39; N 0.08; C -0.17; H 0.05; H 0.08; H 0.14; H 0.10; H 0.13